A structure of composition C36H91Br2Cl2N7O10 in a non-equilibrium geometry, computed with wB97M-V/def2-TZVPD.

Each line ends with the Löwdin charge.
Positions of all 148 atoms, in Å:
C (-9.250, -26.639, 10.806)  -0.0900
C (-9.800, -25.589, 9.887)  -0.1684
N (-11.263, -25.362, 10.061)  -0.0348
C (-12.180, -25.067, 9.039)  -0.0138
C (-13.328, -24.679, 9.622)  -0.0116
N (-13.109, -24.666, 10.995)  -0.0589
C (-11.835, -25.052, 11.181)  -0.0899
C (-14.142, -24.335, 11.961)  -0.0026
H (-9.317, -26.286, 11.854)  0.0857
H (-8.213, -26.653, 10.596)  0.0726
H (-9.674, -27.598, 10.686)  -0.0621
H (-9.664, -25.931, 8.877)  0.0969
H (-9.502, -24.581, 10.022)  0.0464
H (-11.989, -25.378, 8.040)  0.1207
H (-14.300, -24.606, 9.210)  0.1250
H (-11.229, -24.974, 12.094)  0.1393
H (-14.276, -25.156, 12.636)  0.0663
H (-14.969, -23.901, 11.450)  0.0939
H (-13.712, -23.548, 12.619)  0.0717
C (-4.732, -23.934, 13.267)  -0.1203
O (-4.364, -22.557, 13.491)  -0.1950
C (-3.288, -22.272, 12.639)  -0.2888
C (-2.958, -20.876, 13.028)  -0.1176
N (-1.985, -20.227, 12.144)  0.0279
H (-1.214, -20.863, 11.891)  0.1992
H (-2.450, -20.053, 11.197)  0.2222
C (-1.410, -18.949, 12.499)  -0.1532
C (-0.668, -18.233, 11.466)  -0.2092
O (-1.484, -17.604, 10.531)  -0.1539
C (-2.114, -16.475, 10.972)  -0.1294
H (-3.931, -24.599, 13.616)  0.0922
H (-4.891, -24.178, 12.207)  -0.0572
H (-5.713, -24.056, 13.762)  0.0974
H (-3.554, -22.470, 11.623)  -0.0166
H (-2.454, -22.957, 12.846)  0.1386
H (-2.639, -20.767, 14.101)  0.1654
H (-3.871, -20.221, 13.000)  0.1420
H (-0.681, -19.292, 13.271)  0.1667
H (-2.199, -18.436, 12.992)  0.1256
H (0.060, -18.849, 10.969)  0.1415
H (-0.122, -17.432, 12.037)  0.1586
H (-1.392, -15.665, 11.178)  0.1039
H (-2.687, -16.549, 11.912)  0.0838
H (-2.817, -16.099, 10.194)  0.1127
C (-5.950, -17.436, 12.199)  -0.0883
O (-7.239, -17.983, 12.081)  -0.1738
C (-7.380, -19.179, 12.788)  -0.2047
C (-8.309, -20.123, 11.987)  -0.1677
N (-8.035, -20.173, 10.557)  -0.0042
H (-8.779, -20.813, 10.265)  -0.1081
H (-8.239, -19.223, 10.194)  0.1786
C (-6.663, -20.801, 10.048)  -0.1110
C (-6.304, -20.335, 8.605)  -0.2426
O (-5.602, -19.132, 8.726)  -0.2181
C (-5.116, -18.648, 7.453)  -0.0655
H (-6.057, -16.443, 11.848)  0.0906
H (-5.318, -18.055, 11.618)  0.0641
H (-5.636, -17.391, 13.225)  0.0884
H (-7.754, -19.018, 13.829)  0.1452
H (-6.449, -19.751, 12.851)  0.0996
H (-9.340, -19.835, 12.063)  0.1013
H (-8.175, -21.120, 12.364)  0.1227
H (-6.829, -21.864, 10.064)  -0.0130
H (-5.874, -20.563, 10.802)  0.1099
H (-7.200, -20.203, 7.962)  0.1367
H (-5.712, -21.162, 8.188)  0.0830
H (-4.465, -17.856, 7.781)  0.0765
H (-5.943, -18.222, 6.850)  0.0994
H (-4.583, -19.431, 6.924)  0.0894
C (-13.790, -20.776, 19.590)  -0.0762
O (-13.402, -21.718, 18.611)  -0.2306
C (-13.422, -23.118, 18.923)  -0.1827
C (-14.026, -23.809, 17.763)  -0.1135
N (-13.503, -23.191, 16.510)  -0.0630
H (-12.809, -22.518, 16.768)  0.1266
H (-13.099, -23.971, 15.853)  -0.1560
C (-14.397, -22.361, 15.747)  -0.1322
C (-13.625, -21.291, 14.956)  -0.2452
O (-12.959, -21.838, 13.891)  -0.2342
C (-12.545, -20.844, 12.955)  -0.0767
H (-12.990, -20.651, 20.315)  0.0897
H (-14.681, -21.066, 20.146)  0.0917
H (-13.912, -19.846, 19.020)  0.1002
H (-14.006, -23.152, 19.855)  0.1345
H (-12.396, -23.490, 19.082)  0.1396
H (-15.125, -23.806, 17.806)  0.1436
H (-13.600, -24.843, 17.684)  0.1345
H (-15.133, -21.902, 16.396)  0.1319
H (-14.885, -22.976, 14.978)  0.1383
H (-12.829, -20.777, 15.597)  0.1546
H (-14.366, -20.512, 14.671)  0.1345
H (-12.471, -21.375, 12.007)  0.0351
H (-11.545, -20.491, 13.233)  0.0842
H (-13.304, -20.050, 12.902)  0.0963
C (-8.483, -25.096, 6.155)  -0.0283
O (-8.722, -26.455, 6.602)  -0.2641
C (-7.722, -27.408, 6.374)  -0.1360
C (-8.560, -28.768, 6.630)  -0.1114
N (-9.937, -28.521, 6.402)  -0.0351
H (-10.412, -28.280, 7.281)  -0.0037
H (-10.027, -27.650, 5.874)  0.1610
C (-10.716, -29.643, 5.863)  -0.1256
C (-10.560, -29.603, 4.343)  -0.1926
O (-11.201, -28.441, 3.813)  -0.2093
C (-11.160, -28.221, 2.406)  -0.0871
H (-8.151, -25.048, 5.132)  0.0905
H (-7.892, -24.607, 6.926)  0.0968
H (-9.420, -24.557, 6.137)  0.0841
H (-6.914, -27.263, 7.116)  0.1385
H (-7.289, -27.441, 5.351)  0.1337
H (-8.538, -29.099, 7.706)  0.1275
H (-8.164, -29.606, 6.112)  0.1169
H (-11.771, -29.614, 6.093)  0.1224
H (-10.331, -30.631, 6.201)  0.1494
H (-10.857, -30.476, 3.777)  0.1296
H (-9.491, -29.475, 4.090)  0.1254
H (-11.730, -27.307, 2.291)  0.0867
H (-11.671, -28.992, 1.799)  0.0976
H (-10.119, -28.083, 2.037)  0.0985
C (-10.860, -29.706, 16.572)  -0.1204
O (-11.729, -29.761, 15.493)  -0.1695
C (-11.636, -28.602, 14.638)  -0.1973
C (-12.857, -28.728, 13.775)  -0.0912
N (-12.647, -29.853, 12.799)  0.0309
H (-11.723, -29.807, 12.373)  0.1452
H (-12.506, -30.700, 13.362)  0.1689
C (-13.642, -30.151, 11.793)  -0.1637
C (-13.329, -31.471, 11.144)  -0.2450
O (-13.281, -32.463, 12.149)  -0.1914
C (-12.620, -33.641, 11.697)  -0.0775
H (-10.991, -30.516, 17.333)  0.1135
H (-10.924, -28.763, 17.081)  0.0799
H (-9.815, -29.738, 16.323)  0.0821
H (-10.801, -28.573, 13.939)  0.1333
H (-11.700, -27.635, 15.147)  0.0448
H (-13.079, -27.881, 13.142)  0.1194
H (-13.764, -29.017, 14.341)  0.1568
H (-13.535, -29.351, 11.063)  0.0779
H (-14.644, -30.088, 12.229)  0.1496
H (-12.327, -31.407, 10.625)  0.0632
H (-14.077, -31.601, 10.376)  0.1325
H (-12.617, -34.285, 12.584)  0.0979
H (-11.609, -33.366, 11.370)  0.0949
H (-13.157, -34.221, 10.945)  0.0941
Cl (-12.157, -25.061, 14.940)  -0.0027
Cl (-10.296, -22.030, 10.232)  -0.1236
Br (-4.962, -23.536, 9.861)  -0.1692
Br (-11.216, -29.164, 9.341)  -0.0351

Results
E_tot = -8629.673435 hartree
Kohn-Sham gap = 0.2716 hartree
HOMO = -0.3904 hartree
charge = +2
molecular weight = 1012.88 g/mol